12
Properties=species:S:1:pos:R:3:forces:R:3:lowdin_charge:R:1 method="wB97M-V/def2-TZVPD" homo_energy_ev=-4.9 charge=-1 lumo_energy_ev=2.72 fmax_ha_per_bohr=0.02512
C 0.0010 -0.0632 0.2695 0.68 -0.13 0.08 -0.189
C 1.1441 0.4947 0.7474 -0.02 -0.33 0.01 -0.268
C -0.8997 0.8546 -0.3852 -0.92 0.35 0.18 -0.666
C 1.3785 1.9085 0.5115 -1.19 0.05 -0.50 -0.387
O -2.5521 0.4672 1.7321 0.08 -0.16 0.07 -0.427
O -3.3994 1.7505 -0.1742 -0.03 0.00 -0.15 -0.446
S -3.2276 -1.0733 -0.5952 0.03 -0.28 -0.07 0.171
S -0.0437 2.4540 -0.2571 0.39 -0.14 0.47 0.876
S -2.6996 0.5720 0.2965 0.65 0.98 0.08 0.094
H -0.2955 -1.0956 0.3862 0.06 -0.11 0.02 0.100
H 1.8771 -0.0946 1.2838 0.03 -0.03 0.05 0.071
H -1.1337 0.6848 -1.4300 0.24 -0.21 -0.24 0.070

108
Properties=species:S:1:pos:R:3:forces:R:3:lowdin_spin:R:1 method="wB97M-V/def2-TZVPD" homo_energy_ev="-9.6 / -10.1" charge=+1 lumo_energy_ev="-4.20 / -4.27" fmax_ha_per_bohr=0.06709 multiplicity=3
Pd -9.3608 -6.3306 -18.5633 -0.92 1.05 -0.90 1.081
S -8.8816 -4.3911 -20.0534 -0.23 0.80 -0.38 0.035
C -9.1758 -4.8537 -21.6346 -0.64 1.87 -0.59 0.029
N -9.5174 -3.9598 -22.6500 -0.19 -2.09 1.20 0.037
C -9.6385 -4.4255 -24.0502 0.51 1.43 -0.60 0.004
C -9.5566 -5.8793 -24.2517 -0.76 -1.20 -0.07 0.001
N -8.7106 -6.5363 -23.2485 0.18 -0.39 -0.66 0.018
C -8.1392 -7.7838 -23.8191 -1.85 -1.01 1.34 0.005
C -6.6750 -7.8459 -23.8240 0.79 -0.04 0.95 0.001
C -5.8708 -7.3016 -22.8214 -0.09 1.13 -0.22 0.001
C -4.5162 -7.1402 -23.0810 -0.34 -0.38 0.59 0.000
C -3.8920 -7.7460 -24.1310 -0.95 -1.53 -2.17 0.000
C -4.6938 -8.4429 -25.0915 0.20 -0.31 1.40 0.000
C -6.0891 -8.4871 -24.8924 1.43 0.19 -2.05 0.000
C -8.9396 -6.2833 -21.9400 0.24 -1.96 -1.01 0.013
S -8.9862 -7.5469 -20.8078 0.20 1.25 -0.93 0.127
C -10.2690 -2.7277 -22.2821 1.07 0.73 0.29 0.004
C -10.2228 -1.6771 -23.3566 0.32 -0.25 -0.36 0.000
C -11.4166 -1.1956 -23.8762 -1.39 -0.68 0.28 0.000
C -11.4615 -0.4968 -25.0686 1.96 0.50 -0.54 0.000
C -10.2261 -0.2329 -25.7498 -0.61 -0.38 0.82 0.000
C -9.0149 -0.6166 -25.1746 0.67 -0.41 0.72 0.000
C -9.0201 -1.2963 -23.9283 -0.19 0.89 -1.18 0.000
H -8.8527 -4.0013 -24.6999 -0.09 0.43 0.76 0.001
H -10.5691 -4.0655 -24.4833 -0.15 0.17 0.19 0.001
H -9.1632 -6.1185 -25.2616 -0.18 0.47 0.74 0.000
H -10.5738 -6.3354 -24.2207 0.55 0.02 0.17 0.000
H -8.4479 -7.7933 -24.8672 -0.20 -0.33 0.41 0.000
H -8.5813 -8.6743 -23.2736 0.29 0.89 -0.64 0.003
H -6.2573 -6.8281 -21.8987 -0.07 -0.38 -0.80 0.000
H -3.9221 -6.5565 -22.4291 0.47 0.35 0.86 0.000
H -2.8205 -7.7618 -24.2186 0.20 0.29 -0.14 0.000
H -4.2560 -9.0522 -25.9028 -0.17 0.73 0.46 0.000
H -6.6680 -8.8961 -25.7516 0.13 0.19 1.02 0.000
H -9.7297 -2.3085 -21.4117 -0.84 -0.48 0.00 0.001
H -11.3286 -2.9917 -22.1404 0.44 0.00 0.57 0.001
H -12.3500 -1.4649 -23.3083 0.85 0.34 -0.87 0.000
H -12.3729 -0.1352 -25.5113 -0.24 -0.02 0.09 0.000
H -10.2310 0.3002 -26.6885 -0.07 -0.04 -0.10 0.000
H -7.9965 -0.4751 -25.6352 -1.45 0.25 0.30 0.000
H -8.0754 -1.4341 -23.4275 0.16 -0.60 0.02 0.000
C -6.8884 -9.7490 -17.3220 -0.42 0.63 -0.85 0.004
C -8.0884 -8.7980 -17.5621 2.71 1.78 -1.19 0.004
N -7.8756 -7.5583 -18.0124 1.78 -1.78 1.92 0.114
O -6.5748 -7.0805 -17.8433 0.39 0.22 -0.59 0.025
C -9.4429 -9.1499 -17.5583 -1.22 -0.37 0.03 0.002
C -9.9274 -10.4198 -16.8698 -0.86 0.91 -1.88 0.004
N -10.1815 -8.2045 -18.1505 -1.73 -1.71 1.24 0.201
O -11.4272 -8.2848 -18.2855 0.56 -0.08 -0.06 0.146
H -6.8631 -10.1309 -16.2916 -0.08 -0.05 -0.45 0.001
H -5.9638 -9.1645 -17.5302 -0.70 -0.61 0.30 0.001
H -6.9544 -10.5800 -18.0929 -0.03 0.80 1.14 0.000
H -6.4121 -6.4657 -18.5889 -0.30 -0.46 0.44 0.000
H -10.9940 -10.5472 -17.1148 0.48 -0.30 -0.28 0.001
H -9.9446 -10.2580 -15.8229 0.46 -0.07 1.22 0.000
H -9.3051 -11.2673 -17.1804 -0.37 0.08 0.31 -0.001
C -12.0368 -6.6963 -12.9532 -0.65 -0.26 0.06 0.000
C -10.5292 -6.3970 -12.8454 -0.46 -0.51 0.61 0.000
C -9.8931 -6.1059 -14.2069 1.00 -0.88 -1.01 0.000
C -10.9379 -5.5038 -15.2197 0.18 -0.95 0.83 0.007
C -12.0337 -6.6286 -15.4849 1.03 0.32 -0.21 0.000
C -12.2832 -7.5266 -14.2571 -0.82 1.04 1.33 0.000
P -10.2613 -4.7900 -16.8094 0.24 0.70 1.09 0.067
C -8.9643 -3.4778 -16.3432 -0.99 0.21 0.64 0.008
C -7.5990 -4.1441 -16.2709 0.30 -0.93 -1.41 0.000
C -6.5685 -3.4162 -15.4298 -0.77 -0.69 1.36 0.000
C -6.7683 -1.9229 -15.4773 -0.46 1.04 -0.47 0.000
C -8.1957 -1.4700 -15.0139 -0.07 -0.90 1.56 0.001
C -9.2304 -2.5873 -15.0549 -0.76 -1.83 -0.48 0.003
C -11.6446 -3.7309 -17.4703 -0.21 -0.06 -1.53 0.018
C -12.3044 -4.4775 -18.7124 0.51 0.22 -0.47 0.013
C -13.8111 -4.5432 -18.7101 -1.01 0.18 0.74 0.001
C -14.4704 -3.1607 -18.5782 0.75 0.06 0.71 0.001
C -13.7849 -2.3754 -17.4049 0.50 0.39 -0.58 0.002
C -12.7450 -3.1463 -16.5796 -0.62 -0.77 0.78 0.004
H -12.6404 -5.7628 -12.9529 0.38 -0.36 -0.35 0.000
H -12.4522 -7.2302 -12.0613 0.70 0.20 -0.64 0.000
H -10.0556 -7.2376 -12.3110 0.07 -0.02 -0.66 0.000
H -10.3509 -5.6028 -12.1478 -0.07 0.89 0.23 0.000
H -9.5140 -7.0781 -14.6229 -0.57 0.57 0.01 0.000
H -8.9208 -5.5765 -14.1012 -0.87 0.30 0.01 0.000
H -11.4751 -4.6898 -14.7054 0.36 0.00 -0.19 0.002
H -11.7559 -7.2613 -16.3279 0.12 0.12 -0.05 0.000
H -12.8905 -6.0639 -15.8147 -0.78 -0.14 0.09 0.000
H -11.5968 -8.3721 -14.2154 0.02 -0.08 -0.26 0.000
H -13.3208 -7.9326 -14.1882 0.75 0.28 -0.53 0.000
H -8.9984 -2.7433 -17.1879 0.10 -0.65 0.40 0.000
H -7.2228 -4.2613 -17.3389 -0.25 0.33 1.05 0.000
H -7.6038 -5.1986 -15.9322 -0.45 0.41 -0.03 0.000
H -5.6645 -3.8828 -15.8112 0.76 0.86 0.42 0.000
H -6.6787 -3.7002 -14.3471 0.14 -0.13 -0.89 0.000
H -6.5698 -1.5846 -16.4949 -0.09 0.22 -0.11 0.000
H -6.1163 -1.3656 -14.8251 0.73 -0.09 0.04 0.000
H -8.6153 -0.6078 -15.4996 0.30 0.41 -0.70 0.000
H -8.1851 -1.1793 -13.9388 0.43 0.01 -0.61 0.000
H -10.2584 -2.1941 -15.1376 0.42 0.02 0.17 0.000
H -9.2239 -3.2265 -14.1154 0.16 0.65 -1.13 0.000
H -11.0967 -2.8884 -17.9541 -0.22 -0.32 0.57 0.000
H -11.8780 -5.4931 -18.8163 -0.28 0.31 -0.02 0.008
H -12.0384 -3.9181 -19.6274 0.25 -0.25 0.26 0.000
H -14.1348 -5.1395 -17.8566 -0.08 -0.19 0.06 0.000
H -14.2261 -5.0331 -19.5857 0.28 -0.24 -0.22 0.000
H -15.5294 -3.2307 -18.3765 -0.32 -0.38 0.18 0.000
H -14.4449 -2.6326 -19.5362 0.45 0.19 0.15 0.000
H -14.5115 -1.9786 -16.6919 -0.04 0.10 -0.28 0.000
H -13.2049 -1.5423 -17.8172 -0.39 0.25 -0.04 0.000
H -13.2967 -3.9350 -16.0271 0.46 0.08 -0.28 0.000
H -12.3841 -2.4780 -15.7796 0.17 -0.19 -0.44 0.000

16
Properties=species:S:1:pos:R:3:forces:R:3:lowdin_charge:R:1 method="wB97M-V/def2-TZVPD" homo_energy_ev=-14.5 charge=+1 relative_energy_kcal_mol=206.2 lumo_energy_ev=-4.69 fmax_ha_per_bohr=0.05438
C -3.4937 -0.5279 -0.2501 -1.60 -0.24 0.52 0.177
C -2.4016 0.1160 0.0262 0.95 -0.47 -0.03 0.075
N -1.2164 0.5494 0.0379 0.95 -0.22 0.41 -0.133
O -0.8506 1.7856 0.4054 -0.41 0.50 0.14 0.133
O -0.1400 -0.2914 -0.1696 0.17 -1.26 -0.64 0.024
C 1.4350 -0.1586 0.0473 -0.96 -0.53 0.61 -0.191
C 1.9718 -1.5472 0.2735 2.29 -1.37 -0.40 -0.010
N 2.1322 0.8570 0.0489 0.54 -0.66 -0.14 0.063
O 1.6935 2.1092 -0.1881 0.76 0.70 0.20 0.008
H -3.9429 -0.3199 -1.2016 0.37 0.12 -0.99 0.096
H -4.2895 -1.1497 0.2836 1.89 0.97 0.29 0.142
H 0.0365 1.9432 -0.0199 -0.40 0.34 0.23 0.100
H 1.2499 -2.3407 0.2000 -0.99 0.11 1.15 0.070
H 2.7488 -1.6659 1.1644 -2.15 0.57 -1.69 0.152
H 2.5380 -1.9875 -0.6144 -0.12 1.60 0.65 0.116
H 2.5291 2.6283 -0.0436 -1.29 -0.15 -0.29 0.177

66
Properties=species:S:1:pos:R:3:forces:R:3:lowdin_charge:R:1 method="wB97M-V/def2-TZVPD" smiles="CCCN1CCN(C(=O)Cn2cnc3sc(C)c(S(=O)(=O)N4CCC(C)CC4)c3c2=O)CC1" homo_energy_ev=-8.4 charge=0 relative_energy_kcal_mol=8.1 lumo_energy_ev=0.47 fmax_ha_per_bohr=0.02082
C 3.3419 5.1737 -1.9622 -0.11 -0.19 0.11 -0.114
C 3.1910 3.8707 -1.1883 0.30 0.01 0.03 -0.250
C 4.5592 3.3448 -0.7311 -0.28 0.06 -0.09 -0.214
N 4.5625 2.1056 0.0189 0.02 -0.09 0.04 -0.185
C 4.1160 0.9405 -0.7163 0.24 -0.19 0.07 -0.166
C 4.5218 -0.3097 0.0731 -0.12 0.07 -0.46 -0.124
N 3.9108 -0.2649 1.3815 0.27 0.24 0.09 -0.054
C 2.8812 -1.0080 1.8236 -0.04 -0.38 -0.22 -0.418
O 2.3503 -0.8346 2.9033 -0.21 0.02 0.17 0.075
C 2.4236 -2.1564 0.9060 0.07 0.24 0.09 -0.039
N 1.2173 -2.7409 1.4392 -0.13 -0.05 -0.17 0.024
C 1.2536 -3.4002 2.6172 -0.10 -0.19 0.27 -0.128
N 0.2292 -3.8874 3.2260 0.26 -0.29 0.53 0.085
C -0.9529 -3.7051 2.6086 -0.23 0.44 -0.84 -0.525
S -2.4433 -4.2982 3.2456 -0.03 0.27 -0.54 1.134
C -3.3204 -3.6792 1.8598 0.18 -0.01 0.16 -0.519
C -4.7861 -3.8968 1.7989 -0.26 -0.05 -0.01 -0.092
C -2.4966 -3.0453 0.9835 -0.39 0.19 -0.52 -0.247
S -2.9702 -2.3738 -0.6125 -0.10 -0.19 0.56 0.701
O -2.1283 -2.9534 -1.6108 0.23 0.24 -0.03 -0.251
O -4.3902 -2.5691 -0.7760 0.11 0.19 0.12 -0.297
N -2.5989 -0.7689 -0.3921 -0.15 -1.06 -0.09 -0.239
C -2.0857 -0.0699 -1.5486 0.26 -0.14 -0.69 -0.201
C -3.2118 0.3697 -2.4813 0.16 0.27 0.33 -0.144
C -4.2191 1.2370 -1.7222 -0.27 -0.21 -0.19 -0.387
C -5.3636 1.6745 -2.6314 0.26 0.04 0.21 -0.073
C -4.7476 0.4459 -0.5236 0.26 0.19 0.06 -0.153
C -3.5920 -0.0336 0.3562 -0.63 0.10 0.28 -0.184
C -1.1342 -3.0438 1.3987 0.38 -0.28 0.62 -0.126
C 0.0103 -2.4372 0.7662 0.18 -0.01 0.10 -0.334
O 0.0345 -1.7322 -0.2198 0.14 0.09 -0.13 0.074
C 4.2974 0.9244 2.1173 -0.20 0.33 0.33 -0.112
C 3.9110 2.1668 1.3125 0.18 -0.19 0.14 -0.165
H 3.8086 5.9349 -1.3407 0.05 0.13 0.02 0.072
H 3.9622 5.0247 -2.8434 0.07 0.05 -0.12 0.072
H 2.3708 5.5415 -2.2843 -0.03 0.11 -0.07 0.069
H 2.5549 4.0387 -0.3171 -0.08 -0.07 0.00 0.103
H 2.7063 3.1266 -1.8233 -0.08 -0.05 0.05 0.103
H 5.0405 4.1005 -0.1030 0.04 0.04 -0.07 0.121
H 5.1933 3.1899 -1.6094 0.03 0.09 0.00 0.121
H 3.0221 0.9235 -0.8643 0.03 -0.02 -0.05 0.128
H 4.6027 0.9311 -1.6934 -0.03 -0.01 -0.04 0.128
H 5.6082 -0.2991 0.2109 -0.07 -0.06 -0.09 0.132
H 4.2442 -1.2115 -0.4670 0.01 -0.02 0.04 0.115
H 3.2089 -2.9140 0.8349 -0.05 0.07 -0.07 0.144
H 2.1623 -1.7767 -0.0862 0.17 -0.15 0.16 0.124
H 2.2230 -3.5374 3.0734 0.16 0.09 -0.08 0.143
H -5.0140 -4.9558 1.9092 -0.07 -0.06 -0.01 0.084
H -5.1659 -3.5398 0.8456 -0.10 -0.10 0.18 0.059
H -5.2810 -3.3645 2.6112 -0.06 0.02 0.04 0.087
H -1.4028 -0.7602 -2.0415 0.11 0.24 -0.04 0.105
H -1.5185 0.7944 -1.1879 0.01 -0.06 0.02 0.133
H -2.7959 0.9206 -3.3269 0.00 -0.01 -0.07 0.120
H -3.7151 -0.5220 -2.8616 -0.05 -0.02 -0.12 0.124
H -3.6999 2.1307 -1.3526 0.03 0.00 0.00 0.141
H -5.8948 0.8051 -3.0118 -0.09 -0.11 -0.07 0.082
H -4.9844 2.2435 -3.4774 -0.01 0.07 -0.13 0.075
H -6.0696 2.2970 -2.0859 -0.13 0.07 0.01 0.075
H -5.2925 -0.4294 -0.8800 -0.08 0.07 0.00 0.106
H -5.4254 1.0616 0.0711 -0.05 0.02 0.02 0.120
H -3.9597 -0.6968 1.1423 -0.02 0.19 0.16 0.118
H -3.0881 0.8197 0.8242 0.00 -0.10 0.03 0.133
H 5.3803 0.9057 2.2687 -0.04 0.04 0.01 0.131
H 3.7869 0.9104 3.0804 0.11 -0.01 -0.10 0.122
H 2.8112 2.2003 1.2292 0.04 0.04 0.04 0.130
H 4.2505 3.0617 1.8367 -0.04 0.02 0.02 0.128

23
Properties=species:S:1:pos:R:3:forces:R:3:lowdin_charge:R:1 method="wB97M-V/def2-TZVPD" smiles="CCC(=O)NCC=O.O.O" homo_energy_ev=-9.6 charge=0 relative_energy_kcal_mol=52.9 lumo_energy_ev=0.37 fmax_ha_per_bohr=0.13241
C 1.7726 -0.6791 -2.0380 0.18 -0.48 3.04 -0.078
C 1.0733 0.4924 -1.2674 -1.88 0.47 -2.06 -0.121
C -0.3942 -0.0304 -0.9725 -1.16 0.83 -1.01 -0.540
O -1.2737 -0.1531 -1.8466 2.08 0.15 0.48 0.013
N -0.7207 -0.3866 0.2784 -3.08 -0.84 2.12 0.000
C -0.0051 0.1643 1.4576 -0.54 0.95 -1.34 -0.133
C -0.8625 0.5581 2.7585 3.51 -0.85 -0.30 -0.193
O -0.3401 1.3881 3.4832 -1.78 -1.02 -0.86 0.038
H 2.6333 -1.1791 -1.5113 -0.97 0.66 -0.28 0.097
H 2.0996 -0.3170 -2.9149 1.77 1.49 -3.05 0.018
H 1.1074 -1.4313 -2.3958 -0.90 -0.67 0.36 0.064
H 1.6859 0.9361 -0.4714 -0.47 -0.57 -0.03 0.092
H 0.8307 1.3777 -2.0041 0.69 -1.73 1.20 0.145
H -1.7811 -0.7042 0.4011 3.11 1.04 -0.53 0.211
H 0.3916 1.1364 1.0142 -0.01 -1.40 1.65 0.094
H 0.7617 -0.6173 1.6499 -0.19 0.94 0.84 0.131
H -1.6190 -0.2057 3.0792 -0.22 0.96 -0.12 0.127
O -0.9713 -3.4084 -0.1696 -4.29 4.80 -2.21 -0.047
H -0.2555 -3.8711 0.0753 4.32 -2.05 1.17 -0.049
H -0.7644 -2.4512 -0.4932 -0.03 -2.90 1.06 0.059
O -1.1062 2.7432 0.7414 -0.14 0.14 0.11 -0.030
H -0.8474 3.1333 -0.0900 0.09 0.02 -0.59 0.047
H -1.4149 3.5050 1.2361 -0.09 0.04 0.35 0.055

9
Properties=species:S:1:pos:R:3:forces:R:3:lowdin_charge:R:1 method="wB97M-V/def2-TZVPD" homo_energy_ev=-8.7 charge=0 relative_energy_kcal_mol=176.6 lumo_energy_ev=0.24 fmax_ha_per_bohr=0.10309
C 0.6550 -1.2587 -0.3888 -3.89 2.43 -2.28 -0.189
C -0.9465 0.5768 -0.9356 3.46 -1.65 -1.27 -0.040
C 0.9065 -0.0657 -1.1042 -1.24 1.55 -0.65 0.118
C -0.7468 -1.5245 0.0913 -0.04 -0.90 0.35 -0.021
C 0.0040 0.0806 0.1905 -0.26 -1.85 -3.27 -0.213
N -1.5177 -0.4324 -0.2939 -1.34 -0.24 0.99 0.039
H 1.3301 -1.9062 -0.0045 2.40 -1.38 1.31 0.089
H -1.4071 1.5588 -0.9943 0.55 -0.02 -0.05 0.128
H 0.1369 0.4810 1.0644 0.36 2.05 4.87 0.088

11
Properties=species:S:1:pos:R:3:forces:R:3:lowdin_charge:R:1 method="wB97M-V/def2-TZVPD" homo_energy_ev=-8.9 charge=0 relative_energy_kcal_mol=217.0 lumo_energy_ev=-1.33 fmax_ha_per_bohr=0.16839
C -2.9314 0.6460 -0.0227 2.77 -5.35 -0.06 -0.060
C -1.9633 -0.6596 -0.0414 -6.86 5.20 -0.88 -0.221
C -0.5031 -0.5794 0.2233 2.91 -0.67 0.25 -0.427
C 0.5802 0.6227 -0.0691 0.38 -0.55 0.95 -0.421
H -2.4590 1.8454 0.1461 -1.95 -4.07 -0.39 0.089
H -4.0939 0.1840 -0.1582 3.32 2.40 0.23 0.071
H -2.6665 -1.8584 -0.6024 2.64 3.92 2.17 0.208
H -0.0495 -0.8086 1.3175 -1.66 0.01 -2.23 0.141
H -0.2562 -1.4125 -0.4575 1.32 0.12 0.67 0.070
H -0.1643 1.9042 0.0085 3.09 -3.73 -0.47 0.173
S 2.4122 -0.0020 -0.0497 -5.95 2.71 -0.24 0.376